Molecular formula: C39H68N7O2PRhS
Method: DFT, ωB97M-V/def2-TZVPD

Geometry as ORCA input:
```
! wB97M-V def2-TZVPD RIJCOSX def2/J DEFGRID3
* xyz 3 5
Rh 0.09 0.53 -0.70
C 0.22 -6.41 0.31
C -0.63 -5.73 1.37
C -0.03 -6.04 2.75
C -2.06 -6.31 1.30
C -0.70 -4.23 1.19
C -0.08 -3.58 0.14
C -0.12 -2.19 0.07
N 0.50 -1.39 -0.85
C 1.39 -1.69 -1.86
C 2.09 -2.87 -2.06
C 2.91 -3.01 -3.17
C 3.02 -1.93 -4.10
C 2.43 -0.72 -3.93
C 1.65 -0.56 -2.74
O 1.15 0.60 -2.42
C 2.59 0.42 -4.94
C 3.44 0.01 -6.14
C 3.29 1.62 -4.26
C 1.21 0.83 -5.46
C 3.72 -4.27 -3.42
C 5.22 -3.89 -3.43
C 3.50 -5.33 -2.35
C 3.33 -4.85 -4.79
C -0.93 -1.43 1.02
O -1.02 -0.14 0.87
C -1.62 -2.11 2.07
C -1.45 -3.46 2.14
C -2.53 -1.45 3.12
C -2.71 0.06 2.95
C -3.94 -2.06 3.02
C -1.95 -1.70 4.52
H 0.27 -7.48 0.51
H 1.25 -6.04 0.31
H -0.19 -6.29 -0.70
H 0.03 -7.12 2.89
H -0.63 -5.64 3.57
H 0.98 -5.63 2.84
H -2.02 -7.39 1.43
H -2.52 -6.10 0.33
H -2.71 -5.91 2.08
H 0.39 -4.16 -0.63
H 2.03 -3.67 -1.35
H 3.63 -2.10 -4.98
H 4.47 -0.24 -5.85
H 3.50 0.84 -6.84
H 3.01 -0.83 -6.68
H 4.29 1.34 -3.93
H 2.73 1.97 -3.39
H 3.39 2.43 -4.98
H 0.75 0.01 -6.01
H 1.31 1.67 -6.16
H 0.53 1.12 -4.67
H 5.52 -3.46 -2.48
H 5.45 -3.19 -4.23
H 5.81 -4.79 -3.60
H 3.79 -4.99 -1.35
H 4.10 -6.21 -2.58
H 2.45 -5.66 -2.31
H 3.51 -4.16 -5.60
H 2.27 -5.13 -4.81
H 3.91 -5.75 -4.97
H -1.93 -4.00 2.94
H -3.17 0.32 1.99
H -1.73 0.57 3.00
H -3.33 0.42 3.77
H -4.39 -1.86 2.04
H -4.59 -1.65 3.79
H -3.91 -3.14 3.16
H -0.92 -1.35 4.58
H -1.96 -2.76 4.78
H -2.54 -1.18 5.27
N 1.94 0.49 0.86
H 1.78 1.04 1.69
H 2.87 0.71 0.52
H 1.97 -0.48 1.16
C 1.37 5.17 -2.45
N 1.50 5.05 -0.92
C 0.38 5.88 -0.27
N -0.89 5.48 -0.75
C -0.94 5.63 -2.21
N 0.07 4.81 -2.87
C -0.20 3.37 -2.75
P -0.20 2.83 -0.99
C 1.41 3.62 -0.48
C -1.31 4.15 -0.31
H 2.14 4.52 -2.88
H 1.59 6.21 -2.69
H 2.41 5.44 -0.64
H 0.59 6.92 -0.53
H 0.47 5.74 0.81
H -0.78 6.67 -2.47
H -1.93 5.33 -2.57
H 0.51 2.78 -3.32
H -1.19 3.18 -3.17
H 2.23 3.06 -0.93
H 1.50 3.58 0.60
H -1.31 4.10 0.79
H -2.33 3.97 -0.65
C -2.73 6.33 5.28
C -2.77 4.98 5.97
N -1.94 3.97 5.28
C -2.15 3.27 4.18
S -0.70 2.50 3.52
N -3.29 3.09 3.54
C -4.67 3.50 3.89
C -5.32 2.56 4.90
H -3.36 7.04 5.82
H -3.10 6.27 4.25
H -1.72 6.73 5.25
H -3.78 4.60 6.07
H -2.36 5.04 6.98
H -0.98 3.91 5.62
H -3.23 2.39 2.80
H -5.21 3.51 2.95
H -4.65 4.53 4.24
H -5.45 1.57 4.47
H -6.30 2.95 5.17
H -4.73 2.48 5.81
*
```

The calculation puts the gap between HOMO and LUMO (spin up / spin down) at 6.9644 / 4.1036 eV. Its relative energy (zero: lowest compared OMol25 entry of this formula, charge and spin) is 0.0 kJ/mol. The expectation value of S² is 6.0321.

Mulliken population analysis, charges in e, atoms 1 to 4: Rh -0.22; C -2.10; C 1.97; C -1.64

Molecular formula: C3H13N2O
Method: DFT, ωB97M-V/def2-TZVPD

Geometry as ORCA input:
```
! wB97M-V def2-TZVPD RIJCOSX def2/J DEFGRID3
* xyz 1 1
C 1.41 1.18 0.59
N 1.63 0.02 1.57
C 0.56 0.77 -0.61
N -0.36 -0.21 -0.10
C -1.64 0.39 0.50
H 2.46 1.22 0.13
H 1.28 2.10 1.21
H 2.57 -0.41 1.48
H 1.54 0.48 2.60
H 1.27 0.25 -1.23
H -0.02 1.63 -1.10
H -0.54 -0.80 -0.93
H 0.00 -0.82 0.61
H -1.54 1.40 0.87
H -1.84 -0.12 1.50
H -2.52 0.35 -0.26
H -1.08 -2.13 -2.94
H -1.88 -3.11 -1.92
O -1.31 -2.21 -1.97
*
```

The calculation puts the gap between HOMO and LUMO at 10.9936 eV. Its relative energy (zero: lowest compared OMol25 entry of this formula, charge and spin) is 191.7 kJ/mol.

Mulliken population analysis, charges in e, atoms 1 to 4: C -0.45; N -0.62; C -0.70; N 0.03

Molecular formula: C8H32N12O9
Method: DFT, ωB97M-V/def2-TZVPD

Geometry as ORCA input:
```
! wB97M-V def2-TZVPD RIJCOSX def2/J DEFGRID3
* xyz 0 1
C 3.29 3.63 1.50
O 2.34 4.41 1.39
N 4.54 4.07 1.77
N 3.20 2.31 1.28
H 5.26 3.42 1.98
H 4.67 5.04 2.02
H 2.28 1.97 1.05
H 3.99 1.69 1.29
C 0.08 0.25 -0.34
O 0.31 -0.95 -0.42
N -0.38 0.98 -1.40
N 0.18 1.04 0.75
H -0.63 1.95 -1.27
H -0.65 0.47 -2.22
H 0.50 0.60 1.62
H -0.23 1.95 0.76
C -1.64 4.28 -2.88
O -1.71 3.42 -2.00
N -2.65 4.48 -3.75
N -0.54 5.04 -3.12
H -3.52 3.98 -3.69
H -2.50 4.95 -4.63
H 0.27 4.89 -2.55
H -0.61 5.82 -3.74
C 3.11 -1.69 -2.93
O 3.13 -2.59 -2.09
N 2.13 -0.73 -2.92
N 4.01 -1.55 -3.92
H 1.76 -0.52 -2.00
H 2.16 -0.08 -3.68
H 3.89 -0.89 -4.66
H 4.66 -2.30 -4.06
C 0.47 -0.90 4.05
O 0.91 -0.03 3.28
N -0.13 -0.56 5.21
N 0.69 -2.23 3.90
H -0.06 0.43 5.40
H -0.33 -1.27 5.89
H 0.24 -2.87 4.53
H 1.10 -2.61 3.05
C -2.74 -2.43 -2.43
O -3.96 -2.41 -2.59
N -1.84 -2.59 -3.46
N -2.10 -2.28 -1.24
H -2.04 -2.36 -4.42
H -0.91 -2.80 -3.18
H -1.13 -2.08 -1.10
H -2.74 -2.25 -0.44
C -2.66 -1.58 2.00
C -2.91 -2.35 3.29
O -2.85 -3.77 3.03
O -3.70 -1.77 1.07
H -1.64 -1.75 1.62
H -2.60 -0.50 2.24
H -3.91 -2.24 3.72
H -2.18 -2.18 4.09
H -2.98 -3.89 2.08
H -3.89 -0.95 0.61
O 1.33 -3.10 1.17
H 1.12 -2.27 0.72
H 0.75 -3.75 0.76
*
```

The calculation puts the gap between HOMO and LUMO at 9.5565 eV. Its SMILES is NC(N)=O.NC(N)=O.NC(N)=O.NC(N)=O.NC(N)=O.NC(N)=O.OCCO.O. Its relative energy (zero: lowest compared OMol25 entry of this formula, charge and spin) is 103.2 kJ/mol.

Mulliken population analysis, charges in e, atoms 1 to 4: C 0.62; O -0.69; N -0.40; N -0.27

Molecular formula: C4H11N3
Method: DFT, ωB97M-V/def2-TZVPD

Geometry as ORCA input:
```
! wB97M-V def2-TZVPD RIJCOSX def2/J DEFGRID3
* xyz 0 1
C 1.81 -1.26 -0.08
C 0.69 -0.26 -0.19
C 0.77 1.11 0.52
C -2.09 -0.72 0.02
H 1.56 -2.02 -0.84
H 2.64 -0.55 -0.46
H 1.92 -1.95 0.98
H 0.79 0.02 -1.38
H 1.72 1.41 0.94
H 0.05 0.62 1.43
H 0.48 3.16 0.04
H -0.61 2.07 -0.35
H -0.55 -1.86 -0.45
H -2.51 -1.77 -0.14
H -3.69 0.08 0.22
N 0.32 2.25 -0.37
N -0.64 -0.83 0.16
N -2.65 0.49 -0.06
*
```

The calculation puts the gap between HOMO and LUMO at 9.7839 eV. Its SMILES is [H]/N=C/N[C@H](C)CN. Its relative energy (zero: lowest compared OMol25 entry of this formula, charge and spin) is 522.3 kJ/mol.

Mulliken population analysis, charges in e, atoms 1 to 4: C -1.25; C 0.38; C -0.48; C -0.01

Molecular formula: C4H4O3
Method: DFT, ωB97M-V/def2-TZVPD

Geometry as ORCA input:
```
! wB97M-V def2-TZVPD RIJCOSX def2/J DEFGRID3
* xyz 0 1
O -1.94 0.66 0.76
C -0.75 0.98 0.26
C 0.21 0.09 -0.07
C -0.01 -1.35 0.22
O -0.89 -2.01 -0.28
C 1.44 0.51 -0.75
O 1.74 1.66 -1.00
H -0.59 2.06 0.18
H 0.63 -1.80 1.00
H -2.05 -0.30 0.68
H 2.07 -0.34 -1.09
*
```

The calculation puts the gap between HOMO and LUMO at 9.9841 eV. Its SMILES is O=CC(C=O)=CO. Its relative energy (zero: lowest compared OMol25 entry of this formula, charge and spin) is 143.1 kJ/mol.

Mulliken population analysis, charges in e, atoms 1 to 4: O -0.48; C -0.02; C 0.39; C -0.26

Molecular formula: C4H9N3O2
Method: DFT, ωB97M-V/def2-TZVPD

Geometry as ORCA input:
```
! wB97M-V def2-TZVPD RIJCOSX def2/J DEFGRID3
* xyz 0 1
C -0.41 -0.26 -1.04
C -0.10 -0.92 0.40
C -0.81 -0.68 1.69
C 0.19 1.50 0.22
N 1.51 1.72 0.12
N 0.56 -0.25 -2.05
N -0.86 -1.71 -0.59
O -2.10 -1.93 -0.47
O -0.65 2.25 0.62
H -1.32 0.32 -1.19
H 0.95 -1.22 0.43
H 1.91 2.59 0.46
H 2.12 0.99 -0.19
H 1.02 -1.13 -2.21
H 1.02 0.62 -2.25
H -1.15 -1.64 2.08
H -0.16 -0.19 2.42
H -1.70 -0.07 1.54
*
```

The calculation puts the gap between HOMO and LUMO (spin up / spin down) at 7.5272 / 8.0632 eV. Its relative energy (zero: lowest compared OMol25 entry of this formula, charge and spin) is 607.8 kJ/mol.

Mulliken population analysis, charges in e, atoms 1 to 4: C -0.21; C 0.38; C -1.36; C 0.28

Molecular formula: C4H7NO2
Method: DFT, ωB97M-V/def2-TZVPD

Geometry as ORCA input:
```
! wB97M-V def2-TZVPD RIJCOSX def2/J DEFGRID3
* xyz 0 1
O 2.00 1.57 -0.06
N 1.82 0.22 -0.46
C 0.61 -0.11 -0.37
C -0.09 -1.43 -0.59
C -1.28 -0.82 0.19
C -0.66 0.58 0.07
O -0.68 1.37 1.22
H 2.76 1.44 0.50
H 0.39 -2.32 -0.18
H -0.28 -1.57 -1.65
H -1.27 -1.12 1.25
H -2.28 -0.96 -0.23
H -1.06 1.12 -0.81
H 0.02 2.03 1.12
*
```

The calculation puts the gap between HOMO and LUMO at 10.5903 eV. Its SMILES is O/N=C1/CC[C@H]1O. Its relative energy (zero: lowest compared OMol25 entry of this formula, charge and spin) is 325.3 kJ/mol.

Mulliken population analysis, charges in e, atoms 1 to 4: O -0.37; N -0.66; C 0.31; C -0.31

Molecular formula: C12H14NO2
Method: DFT, ωB97M-V/def2-TZVPD

Geometry as ORCA input:
```
! wB97M-V def2-TZVPD RIJCOSX def2/J DEFGRID3
* xyz 1 1
C 4.11 0.01 -0.15
C 3.65 -1.01 0.66
C 3.21 0.84 -0.84
C 2.32 -1.35 0.61
C 1.86 0.60 -0.69
C 1.40 -0.56 -0.06
C -2.01 -2.33 -0.43
C -0.56 -2.10 -0.42
C -2.95 -1.46 -0.06
C -0.03 -0.91 -0.02
C -1.16 0.30 0.07
C -0.96 2.64 0.34
N -2.46 -0.32 0.74
O -1.57 0.50 -1.24
O -0.77 1.33 0.76
H 5.24 0.18 -0.07
H 4.37 -1.83 1.03
H 3.52 1.66 -1.37
H 2.05 -2.29 1.09
H 1.20 1.15 -1.29
H -2.42 -3.23 -0.89
H 0.19 -2.96 -0.58
H -3.99 -1.68 -0.25
H -0.08 3.21 0.57
H -1.96 3.17 0.60
H -0.90 2.57 -0.74
H -3.15 0.43 0.78
H -2.07 -0.65 1.69
H -1.23 -0.17 -1.71
*
```

The calculation puts the gap between HOMO and LUMO at 8.2275 eV. Its SMILES is CO[C@]1(O)[NH2+]C=CC=C1c1ccccc1. Its relative energy (zero: lowest compared OMol25 entry of this formula, charge and spin) is 72.7 kJ/mol.

Mulliken population analysis, charges in e, atoms 1 to 4: C -0.22; C -0.68; C -0.91; C -0.13

Molecular formula: C30H88N12O14
Method: DFT, ωB97M-V/def2-TZVPD

Geometry as ORCA input:
```
! wB97M-V def2-TZVPD RIJCOSX def2/J DEFGRID3
* xyz 0 1
C -10.15 5.13 12.67
C -10.72 6.02 13.82
C -10.04 7.36 13.95
O -12.13 6.08 13.73
H -10.76 4.26 12.64
H -9.11 4.87 12.88
H -10.30 5.54 11.65
H -10.52 5.43 14.79
H -10.48 8.09 13.21
H -8.99 7.37 13.85
H -10.29 7.75 14.90
H -12.41 6.87 14.20
C -16.64 8.68 17.19
C -18.20 8.47 17.28
C -18.91 9.37 16.29
O -18.63 7.15 16.85
H -16.03 8.07 17.83
H -16.43 9.67 17.55
H -16.34 8.58 16.16
H -18.60 8.64 18.30
H -18.93 10.45 16.55
H -19.94 8.95 16.21
H -18.40 9.25 15.25
H -18.11 6.46 17.19
C -12.19 4.32 23.50
C -11.38 5.00 22.38
C -9.87 4.84 22.52
O -11.74 4.55 21.07
H -11.79 4.62 24.50
H -11.94 3.23 23.27
H -13.23 4.57 23.40
H -11.64 6.04 22.60
H -9.69 3.74 22.39
H -9.44 5.11 23.50
H -9.40 5.44 21.69
H -11.29 5.26 20.54
C -15.48 3.90 9.26
C -16.42 4.97 9.68
C -17.87 4.47 9.45
O -16.21 5.23 11.10
H -15.79 3.41 8.39
H -15.51 3.11 10.12
H -14.45 4.14 9.21
H -16.21 5.88 9.18
H -18.63 5.05 9.89
H -17.97 3.37 9.85
H -18.00 4.52 8.35
H -15.60 6.00 11.21
C -20.66 5.81 21.23
C -19.73 5.59 20.01
C -18.31 5.93 20.41
O -19.70 4.17 19.72
H -21.69 5.54 20.94
H -20.54 6.88 21.51
H -20.29 5.21 22.08
H -20.10 6.14 19.15
H -17.68 5.87 19.50
H -17.83 5.32 21.16
H -18.22 7.01 20.69
H -20.61 3.88 19.50
C -14.04 0.04 17.05
C -13.77 1.44 16.43
C -12.19 1.59 16.19
O -14.48 1.66 15.17
H -13.73 -0.86 16.40
H -15.08 -0.16 17.27
H -13.39 -0.06 17.86
H -14.20 2.17 17.11
H -11.87 2.56 15.73
H -11.96 0.78 15.55
H -11.62 1.51 17.11
H -14.00 1.29 14.46
C -12.15 -0.29 21.34
C -11.39 0.99 21.22
C -10.02 0.75 20.69
O -12.21 1.88 20.43
H -12.11 -0.96 20.44
H -13.20 -0.07 21.70
H -11.59 -0.91 22.11
H -11.40 1.38 22.24
H -9.47 1.74 20.60
H -10.12 0.30 19.65
H -9.48 0.06 21.33
H -11.96 2.81 20.64
C -8.64 5.28 17.98
C -10.03 5.82 17.85
C -11.05 4.63 17.55
O -10.36 6.46 19.05
H -7.92 5.98 18.38
H -8.20 4.93 17.04
H -8.74 4.42 18.63
H -10.21 6.55 17.04
H -10.93 4.34 16.47
H -12.10 4.95 17.63
H -10.99 3.78 18.21
H -11.05 7.12 18.91
C -17.54 2.60 16.80
O -16.90 2.05 17.63
N -17.45 2.28 15.47
N -18.45 3.60 17.07
H -16.56 1.91 15.24
H -17.89 2.85 14.79
H -19.21 3.62 16.45
H -18.79 3.75 18.07
C -16.13 3.42 20.92
O -16.29 4.19 21.90
N -17.08 2.61 20.45
N -15.05 3.44 20.10
H -16.96 2.29 19.51
H -18.07 2.92 20.54
H -14.15 3.82 20.42
H -15.08 2.80 19.32
C -13.06 8.67 16.09
O -12.35 9.63 16.23
N -13.67 8.49 14.84
N -13.22 7.63 17.01
H -14.58 8.08 14.80
H -13.47 9.22 14.18
H -14.03 7.05 16.67
H -13.22 7.83 17.99
C -14.80 7.37 22.69
O -14.08 8.29 23.08
N -15.48 6.62 23.58
N -14.88 6.98 21.37
H -15.79 5.77 23.21
H -15.02 6.62 24.40
H -15.16 6.03 21.21
H -14.16 7.31 20.71
C -12.39 9.44 20.08
O -12.63 8.27 19.74
N -11.74 10.21 19.17
N -12.62 9.82 21.32
H -11.74 11.21 19.27
H -11.80 9.95 18.17
H -12.34 10.80 21.54
H -13.26 9.28 21.87
C -15.69 5.58 14.67
O -15.41 6.16 15.73
N -14.88 4.72 13.99
N -17.02 5.65 14.13
H -15.02 4.41 13.07
H -13.93 4.54 14.31
H -17.01 5.67 13.12
H -17.58 6.38 14.58
*
```

The calculation puts the gap between HOMO and LUMO at 9.6399 eV. Its relative energy (zero: lowest compared OMol25 entry of this formula, charge and spin) is 0.0 kJ/mol.

Mulliken population analysis, charges in e, atoms 1 to 4: C -1.60; C 1.68; C -1.41; O -0.42